(1)
Below is an isolated ion of composition C2H5O and charge +1, with properties calculated with ωB97M-V/def2-TZVPD.

Cartesian coordinates (Å):
C -0.27 -1.03 -0.85
C 0.18 0.90 0.64
O -0.25 0.36 -0.59
H -0.68 -1.42 -1.84
H -0.07 -1.86 -0.20
H 1.24 1.28 0.35
H -0.56 1.55 0.98
H 0.41 0.21 1.52

net charge	+1
relative energy (zero: lowest compared OMol25 entry of this formula, charge and spin)	0.724	eV
LUMO energy	-0.2871	hartree
HOMO energy	-18.26	eV
gap between HOMO and LUMO	0.3839	Eh
max |F|	9.0	eV Å⁻¹

Atom charges from the natural (NBO) analysis, given in e for atoms 1 to 6: C 0.41; C -0.29; O -0.31; H 0.24; H 0.22; H 0.25

---

(2)
Below is a 2-piece molecular cluster, C2H5O2S overall, with properties calculated with ωB97M-V/def2-TZVPD.

Cartesian coordinates (Å):
C 0.67 0.75 -0.59
S 0.93 1.26 -2.25
H -0.42 0.52 -0.35
H 1.20 -0.07 -0.25
H 0.95 1.68 0.06
O -0.01 -0.98 2.04
C -0.93 -1.57 1.37
O -1.88 -1.31 0.57
H -0.80 -2.68 1.33
H 0.29 2.40 -1.94

net charge	-1
relative energy (zero: lowest compared OMol25 entry of this formula, charge and spin)	1.224	eV
LUMO energy	0.1192	hartree
HOMO energy	-3.75	eV
gap between HOMO and LUMO	0.2570	Eh
max |F|	4.3	eV Å⁻¹

Atom charges from the natural (NBO) analysis, given in e for atoms 1 to 6: C -0.77; S -0.06; H 0.27; H 0.24; H 0.20; O -0.79

---

(3)
Below is a 2-piece molecular cluster, C2H5O2S overall, with properties calculated with ωB97M-V/def2-TZVPD.

Cartesian coordinates (Å):
C 1.88 -1.22 -0.87
S 1.48 -0.33 0.73
H 2.19 -0.51 -1.58
H 2.70 -1.92 -0.83
H 1.03 -1.97 -1.23
O -2.76 1.04 -0.43
C -2.33 1.30 0.73
O -1.16 1.09 1.12
H -2.71 2.01 1.41
H -0.30 0.51 0.95

net charge	-1
relative energy (zero: lowest compared OMol25 entry of this formula, charge and spin)	1.531	eV
LUMO energy	0.1478	hartree
HOMO energy	-3.14	eV
gap between HOMO and LUMO	0.2631	Eh
max |F|	5.7	eV Å⁻¹

Atom charges from the natural (NBO) analysis, given in e for atoms 1 to 6: C -0.71; S -0.65; H 0.18; H 0.17; H 0.18; O -0.67

---

(4)
Below is a 2-piece molecular cluster, C2H5O3 overall, with properties calculated with ωB97M-V/def2-TZVPD.

Cartesian coordinates (Å):
O 1.24 0.41 3.60
H 1.38 -0.44 4.06
H 2.10 0.81 3.60
C -2.45 -1.26 3.73
C -3.32 -0.14 3.78
O -4.49 -0.20 4.19
O -1.13 -1.17 3.58
H -2.81 -2.26 3.93
H -2.89 0.83 3.43
H -0.82 -0.26 3.42

relative energy (zero: lowest compared OMol25 entry of this formula, charge and spin)	0.000	eV
2S+1	2
LUMO energy (spin up / spin down)	0.0136 / -0.0175	hartree
HOMO energy (spin up / spin down)	-8.30 / -9.71	eV
gap between HOMO and LUMO (spin up / spin down)	0.3187 / 0.3393	Eh
max |F|	1.2	eV Å⁻¹

Atom charges from the natural (NBO) analysis, given in e for atoms 1 to 6: O -0.96; H 0.48; H 0.48; C 0.15; C 0.20; O -0.52

---

(5)
Below is a 2-piece molecular cluster, C2H5O3S overall, with properties calculated with ωB97M-V/def2-TZVPD.

Cartesian coordinates (Å):
C 0.19 -0.52 -0.03
C -0.31 0.87 -0.14
O -3.83 0.94 -0.83
O -2.86 -1.39 -0.49
O -3.85 -0.04 1.44
S -3.20 -0.05 0.09
H -0.71 -1.27 -0.17
H 1.04 -0.74 -0.81
H 0.60 -0.74 1.11
H -0.95 1.09 -0.96
H -0.04 1.61 0.64

net charge	-1
relative energy (zero: lowest compared OMol25 entry of this formula, charge and spin)	2.361	eV
LUMO energy (spin up / spin down)	0.1461 / 0.1440	hartree
HOMO energy (spin up / spin down)	-3.41 / -4.28	eV
gap between HOMO and LUMO (spin up / spin down)	0.2713 / 0.3012	Eh
max |F|	3.2	eV Å⁻¹

Atom charges from the natural (NBO) analysis, given in e for atoms 1 to 6: C -0.71; C -0.39; O -0.99; O -0.98; O -0.98; S 2.04

---

(6)
Below is an isolated molecule of C2H5O4P, with properties calculated with ωB97M-V/def2-TZVPD.

Cartesian coordinates (Å):
C -0.85 0.96 -1.15
C 0.17 0.12 -1.36
O 0.18 -1.10 -0.68
P 0.50 -0.90 0.90
O 0.87 -2.17 1.47
O -0.80 -0.30 1.62
O 1.70 0.12 1.04
H -1.87 0.60 -1.27
H -0.70 1.98 -0.81
H 0.97 0.31 -2.06
H -1.56 -0.64 1.12
H 1.39 1.03 1.17

relative energy (zero: lowest compared OMol25 entry of this formula, charge and spin)	0.817	eV
LUMO energy	-0.0044	hartree
SMILES string	C=COP(=O)(O)O
HOMO energy	-9.51	eV
gap between HOMO and LUMO	0.3451	Eh
max |F|	1.8	eV Å⁻¹

Atom charges from the natural (NBO) analysis, given in e for atoms 1 to 6: C -0.53; C 0.15; O -0.78; P 2.53; O -1.09; O -0.97

---

(7)
Below is an isolated molecule of C2H5OP, with properties calculated with ωB97M-V/def2-TZVPD.

Cartesian coordinates (Å):
C -0.65 -0.59 -0.52
C 0.61 0.03 -0.12
O 0.35 1.66 0.45
P 0.25 -1.41 0.89
H -1.72 -0.24 -0.37
H -0.72 -1.25 -1.45
H 1.35 0.22 -0.98
H 1.02 2.30 0.21
H -0.48 -0.73 1.88

relative energy (zero: lowest compared OMol25 entry of this formula, charge and spin)	2.723	eV
LUMO energy	0.0339	hartree
SMILES string	O[C@@H]1CP1
HOMO energy	-9.64	eV
gap between HOMO and LUMO	0.3883	Eh
max |F|	6.2	eV Å⁻¹

Atom charges from the natural (NBO) analysis, given in e for atoms 1 to 6: C -0.69; C -0.19; O -0.79; P 0.47; H 0.27; H 0.24

---

(8)
Below is a 2-piece molecular cluster, C2H5OP overall, with properties calculated with ωB97M-V/def2-TZVPD.

Cartesian coordinates (Å):
C 0.62 0.47 -0.47
C 0.09 -0.11 0.94
O -1.61 -1.36 -1.17
P -0.98 -0.25 -0.44
H 1.17 1.32 -0.74
H 1.96 -0.50 -1.00
H 0.85 -0.87 1.30
H -0.17 0.54 1.74
H -1.93 0.76 -0.15

relative energy (zero: lowest compared OMol25 entry of this formula, charge and spin)	3.490	eV
LUMO energy	-0.0105	hartree
HOMO energy	-10.43	eV
gap between HOMO and LUMO	0.3729	Eh
max |F|	4.5	eV Å⁻¹

Atom charges from the natural (NBO) analysis, given in e for atoms 1 to 6: C -0.69; C -0.83; O -1.03; P 1.71; H 0.24; H 0.17

---

(9)
Below is an isolated molecule of C2H5OP, with properties calculated with ωB97M-V/def2-TZVPD.

Cartesian coordinates (Å):
C -0.25 1.04 0.12
C 0.35 -0.21 -0.53
O 1.35 -0.82 0.20
P -1.43 -0.40 0.06
H 0.17 1.32 1.08
H -0.53 1.79 -0.63
H 0.25 -0.13 -1.62
H 1.62 -1.73 -0.18
H -1.52 -0.87 1.50

relative energy (zero: lowest compared OMol25 entry of this formula, charge and spin)	1.676	eV
LUMO energy	0.0272	hartree
SMILES string	O[C@@H]1CP1
HOMO energy	-8.53	eV
gap between HOMO and LUMO	0.3406	Eh
max |F|	2.9	eV Å⁻¹

Atom charges from the natural (NBO) analysis, given in e for atoms 1 to 6: C -0.67; C -0.09; O -0.70; P 0.31; H 0.25; H 0.23

---

(10)
Below is C2H5OS as an isolated structure, with properties calculated with ωB97M-V/def2-TZVPD.

Cartesian coordinates (Å):
C 0.43 0.92 1.60
S -0.10 0.61 -0.10
H 1.48 1.30 1.53
H -0.19 1.75 2.01
H 0.35 -0.01 2.20
O -0.35 -2.21 -1.25
C -0.45 -1.06 -1.72
H -1.48 -0.64 -1.80
H 0.31 -0.66 -2.47

net charge	-1
relative energy (zero: lowest compared OMol25 entry of this formula, charge and spin)	1.425	eV
LUMO energy	0.1595	hartree
HOMO energy	-2.60	eV
gap between HOMO and LUMO	0.2550	Eh
max |F|	2.0	eV Å⁻¹

Atom charges from the natural (NBO) analysis, given in e for atoms 1 to 6: C -0.74; S -0.55; H 0.18; H 0.18; H 0.18; O -0.68

---

(11)
Below is a 2-piece molecular cluster, C2H5P overall, with properties calculated with ωB97M-V/def2-TZVPD.

Cartesian coordinates (Å):
C 0.13 0.63 0.45
C 0.28 -0.52 -0.42
P -1.27 0.43 -0.75
H 0.08 0.61 1.46
H 1.27 1.67 0.17
H 1.13 -0.61 -1.05
H 0.07 -1.53 -0.04
H -1.69 -0.68 0.18

relative energy (zero: lowest compared OMol25 entry of this formula, charge and spin)	2.312	eV
LUMO energy	0.0363	hartree
HOMO energy	-10.05	eV
gap between HOMO and LUMO	0.4056	Eh
max |F|	6.1	eV Å⁻¹

Atom charges from the natural (NBO) analysis, given in e for atoms 1 to 6: C -0.55; C -0.67; P 0.44; H 0.20; H 0.17; H 0.23

---

(12)
Below is a 2-piece molecular cluster, C2H5PS overall, with properties calculated with ωB97M-V/def2-TZVPD.

Cartesian coordinates (Å):
C 2.19 -0.19 0.31
C -1.49 0.99 -1.09
P -1.90 -0.16 -0.01
S 3.50 0.20 -0.58
H 1.09 0.27 0.13
H 2.21 -0.99 1.04
H -1.07 1.80 -0.48
H -2.06 -0.72 1.30
H -2.48 -1.21 -0.63

relative energy (zero: lowest compared OMol25 entry of this formula, charge and spin)	4.538	eV
LUMO energy	-0.0175	hartree
SMILES string	C#[PH2].C=S
HOMO energy	-8.90	eV
gap between HOMO and LUMO	0.3094	Eh
max |F|	2.9	eV Å⁻¹

Atom charges from the natural (NBO) analysis, given in e for atoms 1 to 6: C -0.47; C -0.65; P 0.54; S 0.09; H 0.20; H 0.18

---

(13)
Below is a 2-piece molecular cluster, C2H5S overall, with properties calculated with ωB97M-V/def2-TZVPD.

Cartesian coordinates (Å):
S -2.76 0.19 0.75
H -3.65 1.19 0.54
C 0.94 0.11 0.32
C 1.21 -0.58 -0.77
H 1.62 0.88 0.68
H 0.03 -0.08 0.88
H 0.49 -1.33 -1.09
H 2.13 -0.38 -1.31

net charge	-1
relative energy (zero: lowest compared OMol25 entry of this formula, charge and spin)	0.691	eV
LUMO energy	0.1548	hartree
HOMO energy	-2.42	eV
gap between HOMO and LUMO	0.2436	Eh
max |F|	0.8	eV Å⁻¹

Atom charges from the natural (NBO) analysis, given in e for atoms 1 to 6: S -1.08; H 0.09; C -0.36; C -0.43; H 0.17; H 0.24

---

(14)
Below is a 2-piece molecular cluster, C2H5S overall, with properties calculated with ωB97M-V/def2-TZVPD.

Cartesian coordinates (Å):
S 1.24 -1.76 1.60
H 1.15 -1.95 2.87
C -1.21 1.27 -1.75
C -1.44 2.53 -1.79
H -1.49 0.47 -2.43
H -0.55 0.85 -0.91
H -0.56 3.22 -1.68
H -2.44 2.84 -2.22

net charge	-1
relative energy (zero: lowest compared OMol25 entry of this formula, charge and spin)	2.050	eV
LUMO energy	0.1329	hartree
HOMO energy	-2.33	eV
gap between HOMO and LUMO	0.2184	Eh
max |F|	5.9	eV Å⁻¹

Atom charges from the natural (NBO) analysis, given in e for atoms 1 to 6: S -1.07; H 0.07; C -0.37; C -0.44; H 0.19; H 0.23

---

(15)
Below is a 2-piece molecular cluster, C2H6Br2Si overall, with properties calculated with ωB97M-V/def2-TZVPD.

Cartesian coordinates (Å):
C 0.24 1.60 0.47
C -0.65 -1.57 0.03
Si 0.63 -0.08 -0.29
Br -2.51 -1.06 0.40
Br 2.51 -1.04 0.35
H -0.08 1.49 1.52
H 1.21 2.30 0.41
H -0.64 2.11 -0.03
H -0.20 -2.32 0.59
H -0.58 -2.01 -0.95
H 0.06 0.58 -2.50

relative energy (zero: lowest compared OMol25 entry of this formula, charge and spin)	2.910	eV
LUMO energy	-0.0197	hartree
HOMO energy	-9.23	eV
gap between HOMO and LUMO	0.3195	Eh
max |F|	3.3	eV Å⁻¹

Atom charges from the natural (NBO) analysis, given in e for atoms 1 to 6: C -1.19; C -0.91; Si 1.32; Br 0.03; Br -0.28; H 0.25

---

(16)
Below is C2H6BrClP as an isolated structure, with properties calculated with ωB97M-V/def2-TZVPD.

Cartesian coordinates (Å):
C -0.31 0.27 1.46
C -0.39 0.05 -1.48
P 0.38 -0.53 0.03
Cl 0.41 -2.50 0.12
Br 3.06 0.66 -0.10
H -1.07 1.16 1.12
H 0.46 0.72 2.02
H -0.91 -0.52 2.10
H -0.08 -0.67 -2.36
H -0.09 1.15 -1.65
H -1.44 0.22 -1.26

net charge	+1
relative energy (zero: lowest compared OMol25 entry of this formula, charge and spin)	1.854	eV
LUMO energy	-0.2728	hartree
HOMO energy	-14.74	eV
gap between HOMO and LUMO	0.2689	Eh
max |F|	3.5	eV Å⁻¹

Atom charges from the natural (NBO) analysis, given in e for atoms 1 to 6: C -1.06; C -1.03; P 1.40; Cl -0.06; Br -0.12; H 0.31

---

(17)
Below is an isolated molecule of C2H6BrN, with properties calculated with ωB97M-V/def2-TZVPD.

Cartesian coordinates (Å):
C -0.89 0.76 -0.47
C 0.61 -1.17 0.51
N 0.53 0.22 -0.49
Br 1.85 1.48 -0.16
H -1.03 1.74 -1.04
H -1.67 -0.01 -0.81
H -1.16 1.19 0.53
H 0.17 -1.76 -0.20
H 1.62 -1.34 0.77
H -0.04 -1.11 1.37

relative energy (zero: lowest compared OMol25 entry of this formula, charge and spin)	1.450	eV
LUMO energy	0.0273	hartree
SMILES string	CN(C)Br
HOMO energy	-8.62	eV
gap between HOMO and LUMO	0.3440	Eh
max |F|	4.9	eV Å⁻¹

Atom charges from the natural (NBO) analysis, given in e for atoms 1 to 6: C -0.45; C -0.38; N -0.54; Br 0.16; H 0.22; H 0.22

---

(18)
Below is a 2-piece molecular cluster, C2H6BrN2O overall, with properties calculated with ωB97M-V/def2-TZVPD.

Cartesian coordinates (Å):
C -0.76 1.24 0.00
C -0.26 -0.09 0.17
N -2.90 0.92 0.67
N 1.23 -0.34 -0.30
O -0.38 2.33 -0.29
Br -3.58 -0.22 -0.51
H -0.49 -0.46 1.13
H -0.84 -0.76 -0.32
H -3.18 1.84 0.36
H 1.33 -1.30 -0.49
H 1.78 -0.02 0.49
H 1.58 0.39 -1.00

net charge	+1
relative energy (zero: lowest compared OMol25 entry of this formula, charge and spin)	4.324	eV
LUMO energy (spin up / spin down)	-0.1644 / -0.1659	hartree
HOMO energy (spin up / spin down)	-12.35 / -12.69	eV
gap between HOMO and LUMO (spin up / spin down)	0.2895 / 0.3003	Eh
max |F|	4.4	eV Å⁻¹

Atom charges from the natural (NBO) analysis, given in e for atoms 1 to 6: C 0.68; C -0.40; N -0.74; N -0.69; O -0.42; Br 0.25

---

(19)
Below is C2H6BrNOS as an isolated structure, with properties calculated with ωB97M-V/def2-TZVPD.

Cartesian coordinates (Å):
C 0.95 -0.73 -1.10
C 0.18 0.97 1.04
N -1.54 -0.05 -0.95
O -0.75 -1.48 1.04
S -0.46 -0.47 0.08
Br -3.26 0.35 0.18
H 0.67 -1.38 -1.82
H 1.18 0.20 -1.63
H 1.91 -0.89 -0.45
H 0.32 1.77 0.42
H -0.46 1.05 1.77
H 1.26 0.66 1.42

relative energy (zero: lowest compared OMol25 entry of this formula, charge and spin)	0.000	eV
LUMO energy	-0.0182	hartree
HOMO energy	-9.37	eV
gap between HOMO and LUMO	0.3261	Eh
max |F|	7.1	eV Å⁻¹

Atom charges from the natural (NBO) analysis, given in e for atoms 1 to 6: C -0.80; C -0.80; N -0.90; O -0.92; S 1.94; Br 0.06

---

(20)
Below is an isolated molecule of C2H6BrOP, with properties calculated with ωB97M-V/def2-TZVPD.

Cartesian coordinates (Å):
C -0.46 0.12 -0.74
C -0.04 -1.54 -0.17
O -0.15 1.22 0.14
P 1.33 1.22 0.91
Br 1.82 -1.89 -0.17
H -1.57 0.20 -0.80
H 0.05 0.08 -1.66
H -0.26 -2.39 -0.88
H -0.42 -1.74 0.84
H 1.60 2.57 1.15
H 0.75 1.07 2.17

relative energy (zero: lowest compared OMol25 entry of this formula, charge and spin)	3.407	eV
LUMO energy	0.0315	hartree
SMILES string	POCCBr
HOMO energy	-8.83	eV
gap between HOMO and LUMO	0.3559	Eh
max |F|	3.9	eV Å⁻¹

Atom charges from the natural (NBO) analysis, given in e for atoms 1 to 6: C -0.03; C -0.53; O -0.79; P 0.64; Br 0.01; H 0.20